(1)
Molecular formula: C9H27AsF6N7O5Tl
Method: DFT, wB97M-V/def2-TZVPD

Geometry (Å):
Tl: -0.301 0.185 0.184
As: 0.442 -3.524 -2.623
F: -1.193 -4.113 -2.342
F: 0.105 -2.207 -1.443
F: 2.046 -2.718 -2.957
F: 0.834 -4.925 -3.716
F: -0.199 -2.475 -3.934
F: 1.257 -4.421 -1.356
C: 2.954 -0.016 -1.870
O: 2.405 0.662 -0.752
C: 3.346 1.520 -0.130
C: 2.830 2.168 1.133
N: 1.863 1.208 1.809
C: 1.504 1.735 3.101
C: 0.486 2.909 3.112
O: -0.802 2.407 2.700
C: -1.759 3.554 2.692
H: 2.087 -0.533 -2.281
H: 3.652 -0.836 -1.702
H: 3.316 0.608 -2.688
H: 3.678 2.223 -0.895
H: 4.178 0.893 0.189
H: 2.235 3.043 0.874
H: 3.501 2.589 1.882
H: 2.527 0.458 1.939
H: 2.397 2.026 3.653
H: 1.279 0.902 3.767
H: 0.866 3.726 2.498
H: 0.315 3.148 4.161
H: -1.408 4.475 2.226
H: -2.049 3.780 3.718
H: -2.765 3.225 2.431
C: -3.353 2.338 -1.314
O: -2.350 2.097 -0.610
N: -3.310 2.228 -2.616
N: -4.421 2.899 -0.874
H: -2.390 1.915 -2.893
H: -4.156 2.019 -3.127
H: -4.533 2.953 0.128
H: -5.239 2.922 -1.465
C: -3.488 -1.695 -1.397
O: -2.422 -1.071 -1.207
N: -3.720 -2.455 -2.377
N: -4.541 -1.605 -0.672
H: -2.870 -2.735 -2.846
H: -4.672 -2.733 -2.564
H: -4.565 -0.863 0.014
H: -5.365 -2.157 -0.861
C: 2.485 -2.729 1.233
O: 1.904 -1.678 0.800
N: 3.503 -2.800 2.010
N: 1.957 -3.947 1.190
H: 4.234 -2.124 1.841
H: 3.899 -3.715 2.174
H: 1.276 -4.058 0.452
H: 2.513 -4.685 1.599

- F_max: 6.471 eV/Å
- Total charge: +1
- Kohn-Sham gap (alpha / beta): 0.3642 / 0.1709 hartree
- Multiplicity: 2
- ⟨S²⟩: 0.761


(2)
Molecular formula: C9H27CaO20P3S2
Method: DFT, wB97M-V/def2-TZVPD

Geometry (Å):
Ca: 11.004 0.877 -9.711
S: 12.685 3.400 -7.278
O: 12.799 4.680 -7.982
O: 13.210 2.333 -8.134
O: 13.316 3.335 -5.993
O: 11.329 2.953 -7.189
S: 10.054 3.874 -12.215
O: 9.341 2.672 -11.701
O: 10.189 4.005 -13.670
O: 9.754 5.201 -11.760
O: 11.370 3.552 -11.616
C: 5.560 1.803 -8.628
O: 5.117 0.435 -8.534
P: 6.221 -0.707 -8.280
O: 7.600 -0.394 -8.827
O: 6.062 -1.008 -6.647
C: 6.460 0.066 -5.687
O: 5.497 -2.035 -8.869
C: 5.794 -2.624 -10.171
H: 5.199 2.328 -9.513
H: 6.640 1.944 -8.636
H: 5.325 2.407 -7.752
H: 5.521 0.439 -5.275
H: 7.036 0.876 -6.135
H: 7.043 -0.314 -4.848
H: 6.531 -3.422 -10.258
H: 6.252 -1.917 -10.862
H: 4.851 -3.022 -10.546
C: 10.414 -3.830 -5.087
O: 11.352 -4.285 -6.012
P: 12.434 -3.350 -6.841
O: 11.839 -2.154 -7.516
O: 13.503 -2.922 -5.666
C: 13.669 -1.534 -5.101
O: 13.302 -4.328 -7.818
C: 13.655 -5.643 -7.424
H: 10.261 -2.815 -5.451
H: 10.851 -3.717 -4.095
H: 9.476 -4.386 -5.074
H: 14.681 -1.139 -5.008
H: 13.176 -1.492 -4.130
H: 13.187 -0.881 -5.828
H: 12.952 -6.027 -6.684
H: 14.681 -5.787 -7.088
H: 13.435 -6.147 -8.366
C: 11.942 -4.583 -15.067
O: 11.782 -3.977 -13.807
P: 11.275 -2.423 -13.697
O: 11.795 -1.509 -12.612
O: 11.599 -1.861 -15.214
C: 10.989 -0.729 -15.760
O: 9.650 -2.694 -13.783
C: 9.013 -3.399 -14.919
H: 11.293 -5.454 -14.970
H: 12.951 -4.909 -15.319
H: 11.556 -4.102 -15.966
H: 10.530 -0.030 -15.060
H: 10.303 -1.070 -16.535
H: 11.792 -0.091 -16.129
H: 8.928 -4.467 -14.720
H: 9.454 -3.139 -15.881
H: 7.957 -3.133 -14.984

- Relative energy (zero: lowest compared OMol25 entry of this formula, charge and spin): 0.000 eV
- F_max: 6.076 eV/Å
- Total charge: -2
- Kohn-Sham gap: 0.1193 hartree


(3)
Molecular formula: C9H27NO3SSb
Method: DFT, wB97M-V/def2-TZVPD

Geometry (Å):
C: 4.871 -1.027 0.732
C: 4.181 -1.122 -0.638
C: 5.214 -1.437 -1.726
C: 3.400 0.146 -0.996
Sb: 2.058 1.114 0.491
C: 0.199 0.107 -0.490
S: 0.037 -1.602 -0.495
O: 0.232 -2.166 0.824
O: -1.120 -2.055 -1.256
H: 5.784 -1.632 0.754
H: 4.225 -1.364 1.542
H: 5.142 0.012 0.950
H: 3.475 -1.964 -0.617
H: 4.746 -1.512 -2.712
H: 5.960 -0.634 -1.774
H: 5.746 -2.372 -1.516
H: 2.772 -0.043 -1.878
H: 4.103 0.944 -1.274
H: 1.852 2.401 -0.723
H: 0.885 1.921 1.541
H: 2.165 -0.221 1.607
H: 3.402 1.988 1.262
H: -0.676 0.456 0.073
H: 0.098 0.413 -1.536
H: 1.118 -1.965 -1.235
C: -5.660 0.210 0.443
C: -4.285 -0.432 0.598
C: -3.296 0.442 1.381
O: -2.783 1.539 0.650
C: -3.584 2.692 0.584
N: -3.805 -0.841 -0.720
H: -5.639 0.996 -0.314
H: -6.384 -0.536 0.116
H: -6.008 0.648 1.382
H: -4.409 -1.346 1.191
H: -2.425 -0.165 1.642
H: -3.752 0.798 2.317
H: -4.143 2.840 1.516
H: -4.297 2.661 -0.246
H: -2.916 3.540 0.437
H: -2.971 -1.420 -0.661
H: -3.510 -0.011 -1.228

- F_max: 0.448 eV/Å
- Total charge: -1
- Kohn-Sham gap: 0.2608 hartree


(4)
Molecular formula: C9H28MnO9S
Method: DFT, wB97M-V/def2-TZVPD

Geometry (Å):
Mn: -0.067 0.512 0.505
S: -0.999 1.778 2.666
O: -0.195 0.594 2.570
O: -2.160 1.532 3.451
O: -0.206 2.889 3.200
O: -1.253 1.910 1.228
C: 2.578 2.147 -0.275
O: 1.563 1.972 0.611
H: 2.455 3.060 -0.859
H: 3.490 2.239 0.316
H: 2.608 1.221 -0.849
H: 1.771 2.697 1.205
C: -4.262 1.453 0.051
O: -3.036 1.597 -0.592
H: -5.025 1.788 -0.651
H: -4.339 0.442 0.451
H: -4.270 2.145 0.894
H: -2.416 1.810 0.110
C: -2.013 -1.682 1.448
O: -1.462 -1.039 0.328
H: -1.242 -1.757 2.215
H: -2.896 -1.171 1.831
H: -2.322 -2.717 1.299
H: -2.084 -1.258 -0.370
C: -1.562 0.102 -3.528
C: -0.302 -0.156 -2.713
C: 1.052 -0.107 -3.386
O: -0.172 0.691 -1.577
H: -2.420 0.101 -2.856
H: -1.678 -0.701 -4.256
H: -1.562 1.072 -4.024
H: -0.454 -1.138 -2.264
H: 1.176 0.861 -3.871
H: 1.050 -0.837 -4.195
H: 1.874 -0.220 -2.678
H: -0.332 1.552 -1.972
C: 1.650 -2.881 1.817
C: 2.115 -1.457 1.519
C: 3.651 -1.372 1.321
O: 1.466 -1.126 0.287
H: 0.583 -3.084 1.915
H: 1.935 -3.213 2.815
H: 2.083 -3.574 1.096
H: 1.783 -0.793 2.317
H: 3.913 -2.089 0.543
H: 4.116 -1.621 2.275
H: 4.047 -0.411 0.994
H: 1.770 -1.762 -0.364

- Relative energy (zero: lowest compared OMol25 entry of this formula, charge and spin): 1.191 eV
- F_max: 6.224 eV/Å
- Kohn-Sham gap (alpha / beta): 0.2800 / 0.2860 hartree
- Multiplicity: 6
- ⟨S²⟩: 8.752


(5)
Molecular formula: C9H28O5
Method: DFT, wB97M-V/def2-TZVPD

Geometry (Å):
C: -2.750 -1.190 -0.924
C: -3.350 -2.594 -0.499
C: -4.429 -3.129 -1.512
O: -2.376 -3.619 -0.328
H: -3.570 -0.479 -1.024
H: -2.249 -1.150 -1.891
H: -2.106 -0.939 -0.081
H: -3.811 -2.480 0.483
H: -3.995 -3.205 -2.510
H: -5.490 -2.886 -1.473
H: -4.445 -4.185 -1.242
H: -2.066 -4.003 -1.152
C: -7.991 3.928 -4.113
C: -7.056 2.766 -4.432
C: -7.090 2.202 -5.819
O: -5.735 3.181 -4.181
H: -7.695 4.439 -3.197
H: -9.012 3.656 -3.842
H: -8.048 4.572 -4.991
H: -7.141 2.040 -3.624
H: -6.787 1.155 -5.826
H: -6.481 2.713 -6.565
H: -8.090 2.230 -6.250
H: -5.059 2.551 -4.442
C: -2.207 2.767 5.406
C: -0.900 3.607 4.969
C: 0.299 3.371 5.836
O: -0.492 3.329 3.657
H: -2.061 1.704 5.216
H: -3.137 3.072 4.926
H: -2.449 2.918 6.458
H: -1.179 4.661 4.968
H: 0.734 2.405 5.581
H: 0.096 3.444 6.905
H: 1.122 4.024 5.542
H: 0.248 2.718 3.671
O: -5.381 9.055 -2.688
H: -5.079 8.401 -2.057
H: -5.260 9.893 -2.241
O: -2.968 5.543 -0.076
H: -3.549 4.799 -0.235
H: -2.272 5.190 0.478

- Relative energy (zero: lowest compared OMol25 entry of this formula, charge and spin): 1.637 eV
- F_max: 2.472 eV/Å
- Kohn-Sham gap: 0.3805 hartree


(6)
Molecular formula: C9H28O5S4
Method: DFT, wB97M-V/def2-TZVPD

Geometry (Å):
C: 0.114 -0.531 2.309
O: 0.665 0.349 1.310
H: -0.782 -1.070 2.004
H: 0.937 -1.213 2.522
H: -0.126 0.000 3.230
H: 0.546 -0.163 0.506
C: 0.210 -3.278 -2.080
S: 0.754 -3.180 -0.363
O: 1.242 -1.759 -0.115
C: -0.991 -3.313 0.201
H: 1.061 -3.438 -2.743
H: -0.245 -2.365 -2.462
H: -0.531 -4.051 -2.285
H: -1.426 -4.311 0.137
H: -1.664 -2.613 -0.294
H: -1.124 -3.124 1.266
C: -2.830 2.069 -4.037
S: -2.013 0.374 -3.979
O: -0.766 0.572 -4.917
C: -1.390 0.583 -2.233
H: -2.150 2.828 -4.425
H: -3.243 2.395 -3.083
H: -3.675 1.927 -4.711
H: -0.684 1.391 -2.043
H: -0.813 -0.230 -1.792
H: -2.278 0.809 -1.644
C: 4.212 -1.105 0.971
S: 5.034 -1.805 2.492
O: 6.511 -1.444 2.452
C: 4.250 -0.497 3.570
H: 3.386 -0.443 1.230
H: 3.843 -1.941 0.378
H: 4.932 -0.545 0.375
H: 3.186 -0.672 3.730
H: 4.219 0.395 2.945
H: 4.851 -0.181 4.423
C: -3.654 2.405 1.090
S: -2.737 3.726 0.201
O: -2.835 4.931 1.127
C: -0.956 3.120 0.188
H: -4.476 2.863 1.641
H: -2.900 2.050 1.793
H: -3.925 1.492 0.560
H: -0.472 3.504 1.086
H: -0.440 3.450 -0.714
H: -0.829 2.038 0.180

- Relative energy (zero: lowest compared OMol25 entry of this formula, charge and spin): 1.559 eV
- F_max: 4.386 eV/Å
- Kohn-Sham gap: 0.3225 hartree